Entry from OMol25: C37H75F3N9O9SV as an isolated structure (ωB97M-V with the def2-TZVPD basis set).

Last column: Löwdin charge in e.
Atoms and positions in Å:
V -2.202 -1.565 -3.667  1.1037
N -4.699 0.299 -4.641  -0.6100
O -5.777 -0.266 -4.461  0.0300
O -4.543 0.860 -5.691  -0.0085
O -3.727 -0.049 -4.008  -0.1313
N -5.044 -2.758 -2.178  -0.6041
O -5.967 -2.596 -3.027  -0.0211
O -3.968 -2.399 -2.597  -0.1345
O -5.187 -3.356 -1.139  0.0000
C -0.707 0.905 0.111  -0.6773
F -0.723 -0.009 1.078  0.1301
F -0.690 2.099 0.518  0.2191
F 0.362 0.680 -0.672  0.0894
S -2.130 0.572 -1.155  0.6022
O -2.089 1.601 -2.202  -0.3030
O -1.784 -0.659 -1.874  -0.4206
O -3.359 0.348 -0.358  -0.2962
N -6.294 -0.174 -0.370  0.0097
C -6.367 1.170 -0.775  -0.1173
C -7.681 1.426 -1.242  -0.1025
C -8.360 0.151 -1.133  -0.1174
C -7.468 -0.835 -0.622  -0.1243
H -5.619 -0.519 0.297  0.0811
H -5.576 1.880 -0.586  0.0876
H -8.080 2.413 -1.421  0.0719
H -9.399 -0.024 -1.367  0.0650
H -7.553 -1.870 -0.323  0.0973
N -2.109 4.594 -1.205  0.0326
C -2.592 4.796 -2.425  -0.1797
C -3.359 5.914 -2.470  -0.1210
C -3.135 6.581 -1.284  -0.1407
C -2.285 5.817 -0.528  -0.1245
H -1.765 3.689 -0.915  0.1042
H -2.393 4.063 -3.193  0.1104
H -3.884 6.269 -3.344  0.0948
H -3.546 7.492 -0.874  0.0900
H -1.811 5.854 0.441  0.0929
N -3.826 -1.236 1.847  0.0247
C -5.029 -1.942 2.108  -0.0950
C -5.210 -1.878 3.466  -0.1150
C -4.228 -1.040 3.927  -0.1866
C -3.341 -0.698 3.011  -0.1411
H -3.290 -1.187 0.992  0.1034
H -5.488 -2.542 1.336  0.0944
H -5.912 -2.364 4.128  0.0948
H -4.162 -0.879 4.993  0.0920
H -2.436 -0.109 3.033  0.0977
C 2.383 -5.815 -0.818  -0.0801
C 3.115 -4.551 -0.445  -0.2432
N 3.049 -4.148 0.990  -0.1768
C 3.707 -5.034 1.994  -0.2540
C 5.083 -5.307 1.527  -0.1160
C 1.749 -3.757 1.469  -0.2901
C 0.995 -2.597 0.841  -0.0577
H 1.351 -5.834 -0.467  0.0744
H 2.888 -6.701 -0.434  0.0670
H 2.399 -5.870 -1.906  0.0718
H 4.158 -4.517 -0.759  0.1031
H 2.669 -3.684 -0.932  0.0874
H 3.773 -4.494 2.938  0.1040
H 3.157 -5.970 2.094  0.1170
H 5.707 -4.422 1.407  0.0848
H 5.557 -5.908 2.303  0.0744
H 5.097 -5.884 0.602  0.0650
H 1.869 -3.531 2.528  0.0713
H 1.145 -4.656 1.596  0.1089
H 1.039 -2.597 -0.248  0.0501
H 1.589 -1.728 1.124  0.0680
H -0.032 -2.495 1.192  0.0842
C 0.714 1.423 -5.174  -0.0606
C -0.489 0.672 -4.634  -0.2305
N -0.485 -0.790 -4.890  -0.2428
C 0.718 -1.544 -4.527  -0.2683
C 1.256 -1.170 -3.152  -0.0733
C -0.560 -1.132 -6.349  -0.2314
C -1.637 -0.437 -7.297  -0.0380
H 0.424 1.667 -6.196  0.0683
H 1.674 0.908 -5.181  0.0731
H 0.903 2.397 -4.722  0.0781
H -0.483 0.820 -3.554  0.0754
H -1.426 1.122 -4.962  0.1249
H 0.525 -2.614 -4.459  0.1216
H 1.540 -1.358 -5.219  0.1125
H 1.540 -0.118 -3.175  0.0693
H 0.545 -1.430 -2.368  0.0543
H 2.177 -1.703 -2.916  0.0801
H -0.773 -2.200 -6.310  0.1067
H 0.335 -1.012 -6.961  0.1078
H -2.548 -0.444 -6.698  0.0567
H -1.556 -0.993 -8.231  0.0765
H -1.370 0.604 -7.480  0.0666
C 0.940 0.022 3.860  -0.0713
C 2.072 -0.921 4.158  -0.2920
N 2.319 -1.117 5.580  -0.1639
C 2.849 0.152 6.227  -0.2003
C 4.288 0.534 5.734  -0.0801
C 3.192 -2.280 5.822  -0.2654
C 2.461 -3.672 5.774  -0.0602
H 1.147 0.946 4.400  0.0548
H 0.027 -0.470 4.194  0.0851
H 0.961 0.215 2.788  0.0561
H 1.879 -1.845 3.612  0.0852
H 2.987 -0.628 3.643  0.1060
H 2.815 -0.047 7.298  0.1005
H 2.183 1.007 6.116  0.0932
H 5.043 -0.251 5.729  0.0605
H 4.673 1.354 6.340  0.0653
H 4.188 0.895 4.710  0.0457
H 4.098 -2.267 5.216  0.0987
H 3.644 -2.222 6.812  0.1033
H 2.308 -3.965 4.735  0.0348
H 3.275 -4.259 6.201  0.0642
H 1.568 -3.667 6.398  0.0762
C 5.360 5.521 0.432  -0.0742
C 3.832 5.434 0.871  -0.2249
N 3.355 4.180 0.386  -0.2342
C 2.166 4.281 -0.424  -0.2376
C 1.977 3.139 -1.458  -0.0694
C 3.470 3.130 1.330  -0.2466
C 2.754 3.303 2.676  -0.0757
H 5.957 4.798 0.988  0.0520
H 5.614 6.541 0.718  0.0571
H 5.604 5.266 -0.600  0.0653
H 3.837 5.412 1.961  0.0923
H 3.321 6.286 0.422  0.1132
H 1.347 4.400 0.285  0.1020
H 2.139 5.202 -1.005  0.1128
H 2.826 3.277 -2.128  0.0730
H 2.057 2.120 -1.077  0.0425
H 1.015 3.258 -1.957  0.0665
H 4.494 3.190 1.700  0.1047
H 3.289 2.148 0.893  0.1165
H 2.785 2.321 3.148  0.0477
H 1.685 3.468 2.541  0.0685
H 3.158 4.124 3.269  0.0643

Values from the calculation:
HOMO energy (spin up / spin down) in hartree: -0.1651 / -0.1651
Total charge: -1
2S+1: 4
Molecular weight in g mol⁻¹: 930.066
Energy relative to the best compared isomer or geometry (same formula, charge and spin) in kcal per mole: 67.1
E in Eh: -4266.182450
<S²>: 3.75

***

Entry from OMol25: a 5-piece molecular cluster, C37H76BrF2IN7O6 overall (ωB97M-V with the def2-TZVPD basis set).

Last column: Löwdin charge in e.
Atoms and positions in Å:
C 4.306 0.803 2.217  -0.0976
C 4.242 1.291 0.787  -0.2634
C 3.652 2.689 0.643  -0.1969
C 2.811 2.919 -0.613  -0.2092
C 1.310 3.191 -0.372  -0.1878
C 0.447 2.857 -1.589  -0.2109
C -0.982 2.258 -1.446  -0.3679
C -1.831 3.216 -0.565  -0.1138
C -1.603 4.726 -0.668  -0.1450
C -2.263 5.394 -1.839  -0.2094
F -2.363 6.745 -1.559  -0.0328
C -1.535 2.392 -2.853  -0.0903
N -1.070 1.227 -3.646  0.1165
C -2.049 0.099 -3.423  -0.1258
C -1.636 -0.930 -4.468  -0.2750
F -0.276 -1.186 -4.336  -0.0192
C -2.439 -2.182 -4.710  -0.1836
C -3.286 -2.095 -5.979  -0.0564
C -2.140 -0.165 -1.897  -0.3003
C -2.164 -1.657 -1.472  -0.1312
C -1.164 -2.745 -1.892  -0.2518
C -0.696 -3.560 -0.691  -0.2112
C 0.616 -4.308 -0.918  -0.2726
N 0.440 -5.764 -0.792  -0.0031
C -3.538 0.350 -1.400  -0.1845
C -4.844 0.211 -2.191  -0.6203
C -5.085 -0.841 -3.238  -0.1403
Br -5.259 1.952 -3.060  0.7581
C -1.123 0.717 -1.034  -0.4629
I 0.861 -0.266 -1.154  1.3224
C -1.468 0.636 0.459  -0.2705
O -1.085 -0.555 1.115  -0.1884
N -1.870 -0.714 2.303  -0.0004
O -1.474 -1.566 2.968  0.1217
H 4.518 -0.251 2.197  0.0730
H 3.363 0.957 2.719  0.0707
H 5.107 1.310 2.724  0.0437
H 5.245 1.286 0.389  0.1084
H 3.679 0.572 0.209  0.0540
H 4.464 3.398 0.687  0.1103
H 3.050 2.885 1.517  0.1003
H 2.947 2.138 -1.344  0.0727
H 3.185 3.824 -1.066  0.1067
H 1.016 2.671 0.527  0.1025
H 1.266 4.240 -0.150  0.1037
H 0.285 3.797 -2.092  0.1054
H 1.045 2.328 -2.310  0.0652
H -1.823 2.975 0.479  0.1106
H -2.863 3.116 -0.870  0.0979
H -2.082 5.157 0.195  0.1289
H -0.577 5.045 -0.627  0.1002
H -1.674 5.332 -2.744  0.1125
H -3.273 5.033 -1.989  0.1210
H -2.610 2.446 -2.888  0.0682
H -1.156 3.289 -3.299  0.1264
H -1.078 1.458 -4.637  0.1898
H -0.113 0.926 -3.416  0.1096
H -2.954 0.531 -3.801  0.1067
H -1.698 -0.390 -5.408  0.1451
H -2.998 -2.540 -3.869  0.0801
H -1.697 -2.942 -4.885  0.1151
H -3.523 -1.064 -6.185  0.0755
H -4.188 -2.667 -5.844  0.0821
H -2.729 -2.486 -6.807  0.0612
H -2.230 -1.663 -0.402  0.0960
H -3.136 -2.015 -1.767  0.1018
H -0.288 -2.428 -2.419  0.0191
H -1.660 -3.455 -2.531  0.0997
H -1.457 -4.267 -0.410  0.1119
H -0.574 -2.906 0.157  0.0730
H 1.020 -4.026 -1.886  0.1013
H 1.311 -4.001 -0.160  0.1041
H 0.220 -6.150 -1.701  0.0634
H 1.323 -6.180 -0.530  0.0621
H -3.720 -0.103 -0.444  0.1154
H -3.453 1.387 -1.150  0.0576
H -5.642 0.130 -1.484  0.0839
H -6.127 -0.790 -3.501  0.0825
H -4.560 -0.680 -4.156  0.0435
H -4.936 -1.839 -2.867  0.0860
H -2.507 0.840 0.664  0.1142
H -0.916 1.423 0.933  0.1045
C 6.366 1.292 5.831  -0.0234
C 7.162 1.951 4.733  -0.5441
O 7.203 1.506 3.595  0.0140
N 7.846 3.081 5.052  0.0063
C 7.914 3.753 6.336  -0.0763
H 5.873 0.413 5.435  0.0786
H 7.024 0.992 6.648  0.0835
H 5.604 1.965 6.220  0.0770
H 8.359 3.476 4.280  0.1375
H 7.536 4.773 6.252  0.0823
H 8.946 3.796 6.688  0.0828
H 7.319 3.225 7.072  0.0701
C 0.681 -3.261 -7.433  -0.0028
C -0.005 -2.851 -8.719  -0.5493
O -0.947 -2.070 -8.732  0.0153
N 0.466 -3.383 -9.870  0.0119
C 1.565 -4.317 -10.051  -0.0674
H 0.197 -2.753 -6.605  0.0554
H 0.606 -4.338 -7.282  0.0884
H 1.734 -2.980 -7.449  0.0881
H -0.031 -3.072 -10.690  0.1432
H 2.332 -3.878 -10.688  0.0863
H 1.207 -5.233 -10.521  0.0863
H 2.012 -4.571 -9.097  0.0704
C 2.421 -0.079 9.226  -0.0102
C 3.730 -0.090 8.478  -0.5415
O 3.872 0.484 7.408  0.0242
N 4.764 -0.771 9.039  0.0101
C 4.780 -1.505 10.291  -0.0731
H 1.702 0.497 8.657  0.0808
H 2.034 -1.088 9.353  0.0849
H 2.541 0.378 10.208  0.0862
H 5.610 -0.745 8.493  0.1344
H 5.528 -1.087 10.967  0.0842
H 5.024 -2.553 10.113  0.0843
H 3.811 -1.454 10.774  0.0703
C -4.735 -1.576 4.228  -0.0200
C -5.767 -1.010 5.179  -0.5513
O -5.632 -1.064 6.387  0.0452
N -6.870 -0.430 4.630  0.0056
C -7.201 -0.277 3.227  -0.0839
H -3.920 -2.002 4.803  0.0809
H -5.177 -2.359 3.610  0.0855
H -4.336 -0.792 3.583  0.0593
H -7.520 -0.073 5.313  0.1411
H -7.309 0.779 2.974  0.0808
H -8.140 -0.783 3.000  0.0837
H -6.421 -0.704 2.606  0.0611

Values from the calculation:
HOMO energy in hartree: -0.3876
Total charge: +1
Molecular weight in g mol⁻¹: 959.862
Energy relative to the best compared isomer or geometry (same formula, charge and spin) in kcal per mole: 0.0
E in Eh: -5361.236597

***

Entry from OMol25: a 11-piece molecular cluster, C37H76N5O10 overall (ωB97M-V with the def2-TZVPD basis set).

Last column: Löwdin charge in e.
Atoms and positions in Å:
N -3.590 3.614 -0.478  -0.0347
C -4.862 2.804 -0.594  -0.2802
C -4.757 1.260 -0.052  -0.1818
C -5.714 0.298 -1.023  -0.1883
C -4.875 -1.061 -1.497  -0.1817
C -3.952 -0.826 -2.832  -0.0975
N -2.502 -1.205 -2.486  -0.0626
N -2.170 -2.389 -1.791  0.0864
C -0.666 -2.385 -1.628  0.0395
N -0.086 -1.146 -2.274  0.0913
C -1.274 -0.396 -2.842  -0.2155
N -1.108 0.782 -3.534  0.1350
H -2.818 3.035 -0.081  0.0234
H -3.337 3.862 -1.479  0.0796
H -5.729 3.322 0.032  0.1036
H -5.189 2.821 -1.734  0.1119
H -3.642 0.860 0.008  0.1039
H -5.183 1.236 1.042  0.1158
H -6.142 0.872 -1.952  0.1099
H -6.566 -0.109 -0.296  0.1225
H -4.273 -1.401 -0.537  0.1046
H -5.636 -1.945 -1.731  0.1283
H -3.985 0.275 -3.261  0.1443
H -4.237 -1.532 -3.748  0.1413
H -2.882 -3.098 -1.458  0.1429
H -0.184 -3.282 -1.053  0.1415
H -1.679 0.978 -4.397  0.1055
H -0.415 1.538 -3.267  0.1563
C -2.843 -3.560 2.205  -0.0057
C -3.292 -4.538 1.153  -0.4565
O -3.824 -4.157 0.111  0.0018
C -3.064 -6.002 1.424  -0.0005
H -3.071 -2.541 1.873  0.0749
H -3.375 -3.750 3.140  0.0975
H -1.764 -3.645 2.356  0.0535
H -3.606 -6.301 2.325  0.0624
H -1.995 -6.196 1.540  0.0731
H -3.438 -6.590 0.579  0.0898
C 0.821 1.835 1.998  -0.0234
C -0.649 1.508 2.006  -0.4655
O -1.453 2.168 1.350  0.0241
C -1.095 0.343 2.848  -0.0136
H 0.997 2.699 1.347  0.0865
H 1.151 2.086 3.009  0.0848
H 1.388 0.985 1.611  0.0661
H -0.850 0.527 3.897  0.0926
H -0.613 -0.573 2.499  0.0779
H -2.180 0.225 2.757  0.0763
C 1.047 5.047 6.583  -0.0264
C 1.821 3.869 6.057  -0.4949
O 1.300 2.760 5.947  0.0345
C 3.257 4.099 5.670  -0.0280
H 0.025 4.733 6.822  0.0852
H 1.518 5.424 7.494  0.0877
H 1.003 5.832 5.824  0.0877
H 3.828 4.434 6.540  0.0872
H 3.312 4.842 4.870  0.0871
H 3.691 3.161 5.307  0.0829
C -2.605 0.006 -6.901  -0.0329
C -3.952 -0.637 -7.092  -0.4984
O -4.992 -0.022 -6.862  0.0550
C -3.978 -2.063 -7.575  -0.0230
H -2.740 1.034 -6.550  0.0807
H -2.032 -0.547 -6.153  0.0685
H -2.066 0.030 -7.852  0.0951
H -3.466 -2.708 -6.857  0.0832
H -3.501 -2.131 -8.556  0.0916
H -5.018 -2.396 -7.667  0.0905
C 5.520 0.764 0.242  -0.0175
C 4.049 0.842 -0.066  -0.4722
O 3.296 1.562 0.588  0.0346
C 3.534 0.004 -1.206  -0.0210
H 5.749 1.421 1.088  0.0877
H 5.790 -0.260 0.512  0.0888
H 6.099 1.095 -0.624  0.0771
H 3.715 -1.054 -1.001  0.0796
H 4.024 0.301 -2.136  0.0900
H 2.455 0.161 -1.313  0.0619
C -7.148 7.963 1.015  -0.0312
C -5.831 7.544 0.417  -0.4924
O -5.150 8.328 -0.241  0.0495
C -5.381 6.127 0.656  -0.0433
H -7.344 9.011 0.761  0.0844
H -7.954 7.348 0.607  0.0840
H -7.109 7.868 2.103  0.0848
H -6.108 5.430 0.232  0.0653
H -5.264 5.950 1.728  0.0912
H -4.415 5.966 0.166  0.0660
C 10.504 0.692 -0.167  -0.0205
C 9.526 1.559 -0.914  -0.4804
O 8.676 1.070 -1.656  0.0162
C 9.628 3.048 -0.718  -0.0156
H 10.312 -0.359 -0.406  0.0854
H 11.525 0.939 -0.470  0.0906
H 10.381 0.835 0.909  0.0881
H 10.609 3.400 -1.045  0.0974
H 9.465 3.296 0.334  0.0898
H 8.859 3.547 -1.318  0.0702
C 8.661 2.796 -4.183  -0.0280
C 9.772 3.125 -5.143  -0.4868
O 10.409 4.173 -5.047  0.0491
C 10.074 2.123 -6.225  -0.0277
H 8.556 3.609 -3.456  0.0723
H 7.719 2.689 -4.727  0.0903
H 8.896 1.874 -3.644  0.0606
H 9.195 1.987 -6.860  0.0845
H 10.372 1.172 -5.778  0.0851
H 10.898 2.494 -6.843  0.0855
C -6.117 -7.092 5.730  -0.0219
C -4.801 -7.511 5.132  -0.4792
O -4.119 -6.727 4.474  0.0270
C -4.351 -8.928 5.371  -0.0214
H -6.313 -6.044 5.477  0.0851
H -6.923 -7.707 5.323  0.0894
H -6.078 -7.187 6.818  0.0900
H -5.078 -9.625 4.947  0.0894
H -4.233 -9.105 6.443  0.0900
H -3.384 -9.089 4.881  0.0848
C 2.689 -3.801 1.816  -0.0146
C 1.342 -4.444 1.625  -0.4786
O 0.302 -3.828 1.855  0.0242
C 1.316 -5.869 1.142  -0.0123
H 2.554 -2.772 2.168  0.0857
H 3.263 -4.354 2.564  0.0941
H 3.228 -3.777 0.865  0.0858
H 1.828 -6.515 1.860  0.0966
H 1.793 -5.938 0.161  0.0909
H 0.277 -6.202 1.050  0.0673

Values from the calculation:
HOMO energy in hartree: -0.3842
Total charge: +1
Molecular weight in g mol⁻¹: 751.040
E in Eh: -2481.137143

***

Computed values of F_max (unit: eV Å⁻¹) for the preceding records, in sequence: 6.7, 1.3, 6.4.